# 1
Formula: C37H39BCl4CrGeN9O2SSe
Source: the Open Molecules 2025 dataset
Level of theory: ωB97M-V with the def2-TZVPD basis set

Calculated values
- Kohn-Sham gap (alpha / beta) (eV) = 5.429 / 5.986
- LUMO (alpha / beta) (eV) = -1.537 / -0.981
- charge = 0
- multiplicity = 2
- calculated total energy (eV) = -268402.341

Structure (XYZ):
```
96
Properties=species:S:1:pos:R:3:forces:R:3
Cr 0.239 0.484 0.529 0.10 0.04 -0.10
C -2.427 2.461 2.340 0.07 -0.03 -0.01
C -1.369 1.682 3.047 0.06 -0.12 -0.02
C -1.225 1.640 4.433 -0.01 0.05 0.04
C -0.137 0.827 4.680 0.00 -0.01 0.14
C 0.486 0.442 5.983 -0.04 0.02 -0.05
N 0.325 0.410 3.499 0.03 -0.22 -0.11
N -0.416 0.916 2.479 -0.23 0.19 0.19
B 1.536 -0.484 3.184 0.00 -0.01 0.09
N 1.070 -1.646 2.291 -0.06 0.02 -0.01
N 0.763 -1.399 0.988 -0.27 0.08 -0.08
C 0.558 -2.602 0.399 0.12 0.16 -0.13
C 0.362 -2.799 -1.064 -0.02 -0.01 0.02
C 0.699 -3.595 1.346 -0.06 -0.09 0.08
C 1.035 -2.950 2.536 0.05 -0.14 0.06
C 1.368 -3.538 3.863 0.03 0.04 -0.03
N 2.517 0.374 2.390 -0.13 0.21 0.03
N 2.075 1.093 1.312 -0.18 0.00 -0.06
C 3.029 1.992 1.032 -0.07 -0.04 -0.07
C 2.918 3.017 -0.042 0.02 -0.04 0.07
C 4.092 1.827 1.918 0.06 0.11 -0.02
C 3.735 0.797 2.761 0.01 0.00 -0.02
C 4.504 0.177 3.878 -0.05 -0.05 -0.03
H -2.894 3.136 3.056 -0.01 0.00 -0.02
H -2.016 3.042 1.522 0.02 0.05 0.00
H -3.199 1.806 1.938 0.00 0.00 -0.01
H -1.839 2.150 5.157 0.02 0.00 -0.01
H -0.077 0.892 6.798 0.01 0.00 0.00
H 0.490 -0.639 6.120 0.00 0.00 0.00
H 1.518 0.786 6.044 0.00 0.00 0.00
H 2.026 -0.896 4.192 -0.01 0.01 -0.09
H -0.475 -2.225 -1.451 -0.08 -0.03 -0.02
H 1.266 -2.503 -1.600 -0.01 -0.03 0.00
H 0.191 -3.857 -1.264 0.01 0.01 0.00
H 0.620 -4.657 1.185 0.09 0.02 0.00
H 1.179 -4.609 3.847 0.00 0.00 0.00
H 2.425 -3.379 4.078 0.00 -0.02 -0.02
H 0.778 -3.083 4.658 -0.01 -0.01 -0.01
H 2.022 2.892 -0.642 0.05 -0.02 -0.01
H 2.895 4.013 0.405 0.00 -0.01 0.00
H 3.785 2.969 -0.701 0.02 0.01 0.01
H 5.013 2.384 1.929 0.00 -0.05 -0.03
H 5.529 0.539 3.850 0.00 0.00 0.01
H 4.069 0.426 4.848 0.01 0.01 -0.01
H 4.519 -0.909 3.776 0.03 0.01 -0.02
Cl 3.986 -2.956 -1.612 -0.01 -0.03 0.11
Ge 3.958 -1.670 0.315 0.28 -0.27 0.02
Cl 6.057 -0.764 0.078 -0.05 -0.02 -0.01
Cl 4.463 -3.290 1.890 0.02 0.02 -0.03
S -0.319 0.381 -3.953 -0.03 -0.03 -0.09
C -0.489 0.130 -2.281 -0.03 0.01 -0.04
N 0.593 0.161 -1.565 0.14 0.40 -0.09
C 1.705 0.413 -2.389 -0.08 -0.18 0.25
C 3.032 0.507 -1.981 -0.04 0.09 -0.03
C 4.001 0.752 -2.924 0.05 0.04 -0.05
C 3.669 0.919 -4.276 0.00 -0.01 0.02
C 2.362 0.827 -4.700 -0.05 -0.04 0.04
C 1.388 0.560 -3.739 0.01 0.02 -0.09
H -1.464 -0.023 -1.840 0.04 0.05 0.05
H 3.284 0.394 -0.940 0.01 0.01 0.04
H 5.034 0.810 -2.606 -0.01 -0.04 0.00
H 4.449 1.121 -4.998 0.00 -0.01 0.01
H 2.095 0.958 -5.740 0.01 -0.02 0.00
Cl -5.835 5.563 -2.187 0.04 -0.04 -0.02
C -4.316 4.775 -1.878 -0.03 0.01 0.00
C -3.142 5.366 -2.320 0.03 0.02 -0.01
C -1.933 4.743 -2.057 0.01 0.01 -0.02
C -1.898 3.555 -1.336 0.00 -0.07 0.04
C -3.085 2.972 -0.910 0.02 0.07 -0.01
C -4.303 3.574 -1.188 0.02 -0.03 0.00
C -0.571 2.895 -1.077 -0.63 -0.19 0.12
O 0.367 3.100 -1.812 0.15 0.04 -0.06
O -0.570 2.092 -0.028 0.58 0.11 0.02
H -3.182 6.301 -2.861 0.01 -0.01 0.01
H -1.002 5.171 -2.403 -0.02 0.00 0.00
H -3.043 2.046 -0.350 -0.02 0.00 0.00
H -5.236 3.129 -0.867 0.02 0.01 0.03
C -4.103 -0.227 -2.276 0.22 -0.08 -0.04
N -3.486 -1.485 -1.873 -0.51 0.07 -0.12
C -3.116 -1.801 -0.610 1.42 0.16 -0.53
Se -2.419 -0.644 0.678 -0.74 0.05 0.36
N -2.850 -3.119 -0.608 -0.31 -0.42 0.21
C -3.005 -3.666 -1.873 -0.13 -0.12 0.18
C -2.827 -4.950 -2.370 0.05 0.07 0.12
C -3.051 -5.127 -3.720 -0.07 0.06 -0.18
C -3.442 -4.062 -4.548 0.02 -0.17 0.03
C -3.636 -2.790 -4.046 -0.01 0.10 0.13
C -3.412 -2.618 -2.685 -0.12 0.19 -0.07
H -3.545 0.234 -3.091 0.01 0.00 0.00
H -4.100 0.439 -1.419 0.00 0.00 0.01
H -5.126 -0.414 -2.600 -0.01 0.00 0.00
H -2.552 -3.596 0.229 0.22 0.07 -0.06
H -2.512 -5.768 -1.736 -0.01 0.01 0.00
H -2.922 -6.110 -4.150 0.03 0.02 -0.02
H -3.590 -4.241 -5.604 0.00 -0.02 0.01
H -3.923 -1.965 -4.685 -0.03 -0.02 0.02
```
Positions in Å, forces in eV/Å.

---

# 2
Formula: C5H8ClOP
Source: the Open Molecules 2025 dataset
Level of theory: ωB97M-V with the def2-TZVPD basis set

Calculated values
- Kohn-Sham gap (alpha / beta) (eV) = 8.630 / 8.008
- LUMO (alpha / beta) (eV) = -0.307 / -0.133
- charge = 0
- multiplicity = 1
- calculated total energy (eV) = -29170.340

Structure (XYZ):
```
16
Properties=species:S:1:pos:R:3:forces:R:3
C -0.615 0.614 1.122 0.71 -1.42 -0.14
C -0.351 1.263 0.044 0.31 0.60 -0.77
C 0.888 -1.647 0.273 -0.48 0.85 0.37
C -0.864 2.608 -0.404 0.00 -0.26 0.32
C -0.164 -2.548 -0.265 -0.06 0.05 -0.07
O 0.538 0.779 -0.943 -0.47 0.18 -0.06
P 1.626 -0.408 -0.760 -0.16 -0.61 -0.63
Cl 2.907 0.391 0.575 0.70 0.41 0.71
H -1.180 0.513 2.009 -0.29 0.18 0.43
H 1.474 -2.007 1.107 0.04 0.09 0.14
H -1.553 3.010 0.333 -0.04 0.05 -0.05
H -1.364 2.498 -1.362 -0.09 0.02 -0.10
H -0.029 3.295 -0.536 0.04 -0.01 0.02
H 0.228 -3.553 -0.441 0.03 -0.04 -0.07
H -0.560 -2.157 -1.200 -0.18 -0.08 -0.08
H -0.982 -2.650 0.449 -0.07 -0.01 -0.01
```
Positions in Å, forces in eV/Å.